(1)
Here is a structure of composition C13H11IN4OSTa from the Open Molecules 2025 dataset. Energies are from ωB97M-V/def2-TZVPD.

LUMO energy (alpha / beta)   -12.722 / -12.722 eV
Spin multiplicity   1
Total charge   +3

```
32
Properties=species:S:1:pos:R:3:forces:R:3:nbo_charge:R:1
Ta -0.181009 -0.575990 -1.332293 -0.6 0.3 -0.2 2.00
N -3.938450 -1.031159 0.280932 -0.1 0.1 0.0 -0.74
C -2.639860 -1.149862 0.074524 0.2 -0.1 0.1 0.31
S -2.148371 -1.900994 -1.500823 0.5 0.2 0.2 0.02
N -1.786630 -0.679117 0.974282 -0.2 -0.1 -0.4 -0.32
N -0.486723 -0.777178 0.560783 0.8 -0.3 0.6 -0.46
C 0.459375 -1.006588 1.540979 -0.4 0.1 -0.2 0.24
C 1.760973 -1.394119 1.317954 0.1 -0.1 0.0 -0.22
C 2.614026 -1.624065 2.446647 -0.1 0.0 -0.1 -0.02
C 3.875328 -2.120512 2.261365 0.0 0.0 -0.1 -0.22
C 4.316758 -2.414685 0.964190 0.0 0.0 0.0 0.03
C 3.518141 -2.217493 -0.175430 0.0 0.0 0.0 -0.28
C 2.271409 -1.701340 0.004235 -0.2 0.0 0.3 0.44
O 1.401711 -1.509335 -1.023737 -0.1 0.0 -0.1 -0.72
H -4.612057 -1.544788 -0.270236 0.0 0.0 0.0 0.45
H -4.272451 -0.562997 1.115261 0.0 -0.1 0.0 0.45
H 0.069470 -0.878817 2.548540 0.0 0.0 0.0 0.28
H 2.243543 -1.401789 3.440105 0.0 0.0 0.0 0.26
H 4.529531 -2.298201 3.103606 0.0 0.0 0.0 0.28
H 5.313504 -2.819174 0.829920 0.0 0.0 0.0 0.27
H 3.877954 -2.485062 -1.160069 0.0 0.0 0.0 0.28
I 1.713733 1.658049 -1.906701 -0.1 0.0 -0.1 0.52
C -0.217504 2.420808 -1.593329 0.1 0.0 0.0 0.11
C -0.536160 3.748117 -1.654497 0.0 0.0 0.0 -0.25
C -1.880156 4.083930 -1.469643 0.0 0.0 0.0 -0.02
C -2.816938 3.083291 -1.249398 0.0 0.0 0.0 -0.20
C -2.404563 1.769347 -1.205993 0.0 0.0 0.0 0.10
N -1.100784 1.426033 -1.365819 0.0 -0.1 -0.1 -0.67
H 0.215467 4.500935 -1.849356 0.0 0.0 0.0 0.29
H -2.184499 5.122715 -1.514172 0.0 0.0 0.0 0.28
H -3.865574 3.315905 -1.125280 0.0 0.0 0.0 0.28
H -3.109191 0.964120 -1.066545 0.0 0.0 0.0 0.24
```
Positions in Å, forces in eV/Å.

---

(2)
Here is a cluster of 3 separate species, C32H55N6O4S2 in total from the Open Molecules 2025 dataset. Energies are from ωB97M-V/def2-TZVPD.

LUMO energy   -3.901 eV
Spin multiplicity   1
Total charge   +1

```
99
Properties=species:S:1:pos:R:3:forces:R:3:lowdin_charge:R:1
S -2.097222 -4.057211 2.756895 -0.5 1.4 -0.3 0.72
C -2.270456 -2.420777 2.628007 -0.1 -2.0 0.5 -1.01
S -3.065113 -1.590737 1.209640 0.3 0.1 0.4 0.90
C -4.215455 -2.774808 0.403924 -0.1 -1.2 0.5 -0.45
C -5.754173 -2.441035 0.585097 0.4 0.5 0.0 -0.20
C -6.059533 -0.994648 1.141087 -0.4 -0.9 -0.2 -0.15
N -7.466751 -0.662536 0.715005 0.4 0.3 0.7 0.16
C -8.344159 -0.097500 1.462989 -2.4 -0.1 0.8 -0.26
N -8.152243 0.245693 2.844392 1.0 0.0 -1.6 0.04
C -8.176422 1.733961 2.916462 -0.5 1.5 1.2 -0.18
C -9.413836 2.414895 2.206475 0.5 0.7 -0.4 -0.15
C -9.934601 1.654462 0.920151 -1.0 1.0 0.3 -0.17
N -9.650830 0.186242 0.895026 1.0 -0.2 0.3 0.03
N -1.743288 -1.599535 3.714633 -1.2 1.6 -1.7 -0.13
C -2.784689 -1.230105 4.662227 -1.7 -0.1 3.3 -0.23
C -4.064251 -0.604993 4.347323 0.1 -0.1 1.1 -0.06
C -5.070431 -0.283082 5.354490 1.5 -1.0 1.1 -0.08
C -4.851595 -0.621560 6.770612 2.0 -0.5 -2.3 -0.07
C -3.568562 -1.255649 7.091281 -0.6 0.4 -1.3 -0.07
C -2.544986 -1.556419 6.078925 -2.1 0.8 -0.3 0.02
C -1.047893 -0.455217 3.136372 2.4 2.1 -1.4 -0.25
C -1.436951 0.946137 3.234121 1.4 -0.4 -1.0 -0.02
C -0.639907 1.967934 2.550184 0.9 -1.4 -0.5 -0.06
C 0.559972 1.645947 1.773353 -1.0 -1.3 0.9 -0.06
C 0.985312 0.248415 1.706054 -2.0 0.4 1.0 -0.05
C 0.179907 -0.760999 2.373018 -0.4 1.0 0.2 -0.02
H -4.031587 -3.779130 0.887865 0.0 1.0 -0.6 0.05
H -3.947512 -2.882553 -0.676995 -0.1 0.3 1.0 0.09
H -6.233815 -2.541859 -0.431122 0.3 -0.1 1.1 0.12
H -6.192554 -3.166110 1.327215 0.3 0.7 -1.0 0.13
H -6.093754 -1.051165 2.254558 0.3 0.5 -1.0 0.11
H -5.411171 -0.183226 0.732033 -0.4 -0.8 0.5 0.13
H -7.768929 -0.928079 -0.230609 0.1 0.4 0.4 0.18
H -8.890230 -0.165072 3.421587 0.1 0.2 -0.4 0.15
H -7.211384 2.208346 2.579823 -0.9 -1.0 0.1 0.13
H -8.252649 1.992831 4.012247 0.2 -0.3 -1.1 0.13
H -9.055832 3.426550 1.852877 -0.4 -1.0 0.4 0.12
H -10.233238 2.651589 2.943190 0.7 -0.7 -0.8 0.12
H -9.596670 2.141843 -0.033000 0.0 -0.6 1.0 0.13
H -11.057807 1.752455 0.922555 1.2 -0.2 -0.2 0.13
H -10.365924 -0.259743 1.485768 0.5 0.0 -0.3 0.14
H -4.285482 -0.342686 3.290706 0.3 -0.2 0.9 0.06
H -6.022255 0.224500 5.057523 1.0 -0.6 0.2 0.08
H -5.619815 -0.412395 7.556195 0.9 -0.2 -0.9 0.10
H -3.392313 -1.537837 8.161638 0.0 0.3 -1.2 0.10
H -1.615821 -2.064943 6.431610 -0.9 0.6 -0.7 0.12
H -2.329992 1.246914 3.821419 0.8 -0.2 -0.5 0.10
H -0.936116 3.047356 2.582750 0.1 -1.2 0.2 0.10
H 1.155136 2.445818 1.234218 -1.0 -1.2 0.8 0.09
H 1.896089 -0.075591 1.141042 -1.0 0.5 0.6 0.10
H 0.510491 -1.830991 2.319296 -0.4 1.1 0.1 0.11
C 5.801499 2.938315 -4.306417 0.1 -0.2 0.1 -0.11
O 6.407697 2.740893 -3.038799 -0.1 0.3 -0.3 -0.20
C 6.911783 3.946364 -2.463528 0.2 -0.2 0.5 -0.21
C 6.120810 4.303481 -1.212683 -0.2 0.0 -0.4 -0.21
N 4.764474 4.726209 -1.555141 0.1 0.0 0.2 -0.05
C 3.877084 4.854181 -0.401131 -0.1 -0.1 -0.3 -0.20
C 3.534771 3.570851 0.361018 -0.3 0.3 0.2 -0.22
O 2.758104 2.644770 -0.390570 0.4 0.0 0.1 -0.21
C 3.520214 1.756915 -1.194146 -0.4 -0.1 -0.1 -0.10
H 5.545112 1.960036 -4.714176 0.0 0.0 0.1 0.08
H 4.883111 3.526208 -4.215113 0.0 0.1 -0.1 0.08
H 6.491589 3.431655 -4.996876 -0.1 0.0 0.0 0.09
H 6.918813 4.772546 -3.181088 -0.2 -0.1 0.0 0.12
H 7.949121 3.750612 -2.176812 0.0 0.0 0.0 0.12
H 6.628897 5.115395 -0.683959 0.0 0.0 0.0 0.12
H 6.108862 3.421035 -0.561400 0.2 0.0 0.1 0.10
H 4.362764 4.050267 -2.193869 0.0 0.1 0.0 0.07
H 2.941223 5.282132 -0.773219 0.0 0.0 0.1 0.12
H 4.300339 5.583360 0.297105 0.1 -0.1 0.0 0.12
H 2.908522 3.858493 1.212276 0.0 0.0 0.0 0.11
H 4.417758 3.085726 0.789626 0.1 -0.1 -0.2 0.11
H 4.494453 1.528786 -0.754112 0.0 0.1 -0.1 0.09
H 3.641096 2.166158 -2.199108 0.2 -0.1 0.0 0.07
H 2.960136 0.823928 -1.291119 0.0 0.1 0.1 0.08
C 6.632333 -5.157774 -5.295994 -0.2 0.0 0.0 -0.11
O 5.707022 -5.096929 -4.222863 0.4 0.1 -0.1 -0.20
C 6.292557 -4.650683 -3.001058 -0.5 0.0 0.3 -0.21
C 5.720479 -3.296250 -2.605501 0.2 0.0 -0.4 -0.21
N 6.182683 -2.246170 -3.510264 -0.2 0.0 0.2 -0.05
C 5.488787 -0.971418 -3.334602 0.1 -0.1 -0.3 -0.19
C 3.996175 -0.933650 -3.679711 0.1 0.4 0.0 -0.22
O 3.718802 -1.120781 -5.060062 -0.1 -0.2 0.3 -0.18
C 3.594305 -2.475581 -5.463795 0.0 0.2 -0.3 -0.10
H 6.127165 -5.606695 -6.151334 0.0 0.0 0.1 0.09
H 6.970349 -4.156806 -5.580137 0.2 0.0 0.0 0.08
H 7.492831 -5.780732 -5.035158 0.0 0.1 0.0 0.09
H 7.385219 -4.622067 -3.055326 -0.1 0.1 -0.1 0.12
H 6.020017 -5.382174 -2.234370 0.0 0.0 0.0 0.12
H 6.035647 -3.056495 -1.585297 0.0 0.0 0.0 0.12
H 4.626647 -3.378548 -2.619494 0.0 -0.2 0.2 0.10
H 6.049265 -2.554345 -4.466081 0.0 0.0 0.1 0.07
H 5.998442 -0.247771 -3.977103 -0.1 0.1 0.1 0.11
H 5.627591 -0.628690 -2.303743 0.0 0.0 0.0 0.12
H 3.636005 0.072164 -3.443064 0.0 0.0 -0.1 0.10
H 3.403311 -1.617772 -3.062133 0.0 -0.2 -0.1 0.11
H 3.196249 -3.112021 -4.669279 0.1 0.0 0.0 0.09
H 4.555426 -2.859218 -5.812221 0.0 -0.2 0.1 0.07
H 2.905753 -2.511605 -6.310302 0.0 0.1 0.1 0.09
```
Positions in Å, forces in eV/Å.

---

(3)
Here is a cluster of 2 separate species, C2H5N3O2 in total from the Open Molecules 2025 dataset. Energies are from ωB97M-V/def2-TZVPD.

Energy relative to the best compared isomer or geometry (same formula, charge and spin)   820.9 kJ/mol
LUMO energy (alpha / beta)   0.423 / 0.424 eV
Spin multiplicity   1

```
12
Properties=species:S:1:pos:R:3:forces:R:3:nbo_charge:R:1
C -0.044568 -0.600795 0.733021 0.5 1.0 0.0 0.46
C 0.121617 0.082753 -0.547835 2.0 1.2 1.8 0.46
N 0.754502 -1.484454 1.123733 -0.6 -0.7 0.2 -0.71
N -1.307013 1.269849 0.535116 0.1 -0.4 1.2 -0.02
N 0.771452 -0.401520 -1.613714 -0.5 0.5 -2.4 -0.80
O -1.175091 0.032580 1.272778 0.5 -0.4 0.1 -0.38
O -0.904167 0.891647 -0.796088 -1.5 0.3 0.2 -0.36
H 1.101559 1.265202 0.783482 -0.9 -1.0 -1.6 -0.22
H 0.687204 -1.851394 2.066221 -0.3 0.3 0.0 0.37
H -2.335206 1.429376 0.647736 0.8 -0.5 -1.3 0.37
H 1.700136 -0.742427 -1.724574 0.5 -0.6 1.6 0.43
H 0.629574 0.109183 -2.479876 -0.6 0.2 0.4 0.39
```
Positions in Å, forces in eV/Å.

---

(4)
Here is a structure of composition C38H37N9O3OsS3Sb from the Open Molecules 2025 dataset. Energies are from ωB97M-V/def2-TZVPD.

LUMO energy (alpha / beta)   -7.891 / -10.922 eV
Spin multiplicity   5
Total charge   +3

```
92
Properties=species:S:1:pos:R:3:forces:R:3:lowdin_charge:R:1
Os -0.225653 -0.291686 0.001515 0.0 -0.4 -0.6 1.23
S -1.145256 -0.200350 7.101248 0.4 0.0 0.5 1.16
C -2.789403 -0.255975 7.518733 0.5 0.0 0.3 -0.28
C -3.615522 -0.282279 6.410473 0.0 0.0 -1.2 -0.08
C -2.896440 -0.255549 5.219170 -1.4 -0.1 0.4 -0.05
C -1.512277 -0.210221 5.414841 1.3 0.1 -0.6 -0.39
C -0.472805 -0.172672 4.421409 -1.1 -0.1 0.1 -0.18
C -0.796651 -0.282119 3.054469 0.1 0.1 -0.2 -0.06
N 0.097128 -0.243107 2.085587 -0.7 0.0 0.3 -0.08
C 1.432912 -0.116076 2.419811 0.2 0.0 0.1 -0.17
C 1.851641 -0.004020 3.770329 -0.2 0.0 0.2 -0.12
C 3.260754 0.110486 4.029506 0.1 0.0 0.0 0.03
C 4.157962 0.097483 3.021494 0.0 0.0 0.0 0.03
C 3.739572 -0.029227 1.646732 0.2 0.0 0.1 -0.12
C 4.613711 -0.037946 0.582054 -0.4 0.0 -0.4 0.10
C 4.093254 -0.138974 -0.759532 0.2 0.0 0.5 -0.17
C 2.708887 -0.266241 -0.936910 -0.5 0.0 0.7 -0.05
N 1.846862 -0.296630 0.087287 1.0 0.2 -0.2 -0.08
C 2.353977 -0.142402 1.390240 -0.3 -0.1 -0.6 -0.14
C 4.986476 -0.084903 -1.863163 0.2 0.0 -0.2 -0.37
C 6.407657 -0.005785 -1.786632 0.1 0.0 -0.1 -0.04
C 7.014255 0.037703 -3.018260 0.0 0.0 0.1 -0.08
C 6.084829 -0.001065 -4.061671 0.0 0.0 0.0 -0.28
S 4.475312 -0.091413 -3.528341 -0.2 0.0 0.0 1.17
C 0.886542 -0.024318 4.758453 0.9 0.0 0.2 0.07
H -3.083639 -0.266150 8.554747 0.0 0.0 0.1 0.11
H -4.690022 -0.315684 6.479523 -0.1 0.0 0.0 0.13
H -3.362849 -0.257922 4.246696 0.0 0.0 0.0 0.12
H -1.823196 -0.417152 2.749696 0.0 0.0 -0.1 0.11
H 3.589685 0.202952 5.055164 0.0 0.0 0.0 0.14
H 5.214975 0.183034 3.230103 0.1 0.0 0.0 0.13
H 5.673655 0.047677 0.759831 0.0 0.0 0.0 0.13
H 2.274869 -0.352036 -1.925302 0.0 0.0 -0.1 0.08
H 6.947530 0.012039 -0.854905 0.1 0.0 0.0 0.12
H 8.078359 0.095919 -3.182500 0.1 0.0 0.0 0.14
H 6.301911 0.023403 -5.117581 0.0 0.0 -0.1 0.10
H 1.191545 0.068688 5.792934 0.0 0.0 0.0 0.12
N -1.837795 -5.646152 -5.094741 -0.2 -0.5 -0.2 0.15
C -1.436719 -4.427859 -4.702184 0.1 0.4 0.1 -0.30
C -0.114102 -4.214829 -4.251420 -0.2 0.0 0.0 -0.01
C 0.292649 -2.962684 -3.865955 -0.2 0.2 0.0 -0.09
C -0.607193 -1.890987 -3.874286 -0.1 -0.1 0.0 -0.33
C -1.912385 -2.082191 -4.360668 0.2 0.1 0.2 -0.07
C -2.327669 -3.328397 -4.748691 0.1 -0.2 0.0 -0.01
S -0.021822 -0.272514 -3.676723 -0.2 0.0 0.7 0.65
O -0.917029 0.606720 -4.350328 0.1 0.0 -0.3 -0.25
O 1.397711 -0.283548 -3.909207 0.2 0.0 -0.2 -0.35
N -0.145758 0.168437 -2.015946 -0.1 0.1 -0.1 -0.22
C 0.099689 1.529342 -1.813562 -0.1 -0.6 0.0 -0.49
N 0.419300 2.437503 -2.705183 0.1 0.2 0.1 0.17
C 0.593943 3.661054 -2.211510 0.0 0.1 0.1 -0.05
C 0.470709 3.976608 -0.856785 0.0 0.0 0.0 -0.01
C 0.177593 2.945739 0.011494 0.1 -0.1 -0.2 -0.07
N 0.004428 1.721880 -0.489008 -0.1 0.4 0.3 -0.04
H -1.169564 -6.394308 -5.201075 -0.1 0.1 0.0 0.12
H -2.725360 -5.768007 -5.559542 0.2 0.0 0.1 0.12
H 0.592754 -5.033306 -4.269254 0.0 -0.1 0.0 0.12
H 1.327223 -2.785589 -3.610620 0.1 0.0 0.0 0.11
H -2.571353 -1.231481 -4.469390 0.0 0.0 0.0 0.12
H -3.320832 -3.465546 -5.154965 0.0 0.0 0.0 0.12
H 0.847657 4.428740 -2.932281 0.0 0.0 0.0 0.13
H 0.607988 4.984461 -0.497817 0.0 0.0 0.0 0.12
H 0.069637 3.064050 1.080528 0.0 0.0 0.0 0.12
C 0.679722 -3.358616 2.346484 0.0 -0.1 0.0 -0.27
Sb -0.054639 -2.938069 0.406645 -0.1 0.4 -0.2 1.33
C 1.477675 -3.884583 -0.698066 0.0 -0.1 0.1 -0.26
C -1.657899 -4.309261 0.284583 0.1 -0.1 0.0 -0.28
H 0.899503 -4.425068 2.378188 0.0 0.0 0.1 0.03
H -0.054242 -3.121312 3.114422 0.0 0.0 0.0 0.01
H 1.594396 -2.799009 2.529313 0.0 0.0 0.0 0.01
H 1.454058 -4.950728 -0.481620 0.0 0.0 0.0 0.03
H 2.435006 -3.478264 -0.377484 0.1 0.0 0.0 0.01
H 1.348439 -3.729235 -1.763070 0.0 0.0 0.1 -0.03
H -1.412646 -5.158621 0.917423 0.0 -0.1 0.0 0.02
H -1.762319 -4.638482 -0.747826 0.0 0.0 0.0 0.01
H -2.586834 -3.854090 0.615919 0.0 0.0 0.0 0.00
C -4.481710 2.682981 1.495543 0.0 -0.1 -0.1 0.03
N -4.098013 1.449181 0.798466 0.1 0.1 0.1 -0.03
C -5.012094 0.670260 0.187843 -0.1 -0.2 -0.1 -0.01
C -4.653918 -0.452140 -0.474056 -0.1 0.1 0.0 0.02
C -3.274002 -0.758279 -0.554946 0.2 -0.1 0.1 -0.34
N -2.349213 -0.007631 0.079369 -0.2 0.0 0.1 0.01
C -2.749852 1.122064 0.794432 0.0 -0.2 -0.4 -0.50
O -1.949742 1.806360 1.396037 -0.1 0.1 0.5 0.03
N -2.873763 -1.833930 -1.241179 -0.2 0.2 -0.2 0.17
H -5.559866 2.785076 1.427461 0.0 0.0 0.0 0.10
H -3.996240 3.533030 1.023638 0.0 0.0 0.0 0.11
H -4.173320 2.629122 2.535824 0.0 0.0 0.0 0.10
H -6.040320 0.999541 0.255312 0.0 0.0 0.0 0.15
H -5.388870 -1.064752 -0.970909 0.0 0.0 0.0 0.13
H -3.544451 -2.320478 -1.816716 0.0 0.0 0.0 0.13
H -1.916393 -1.890285 -1.552764 0.1 0.1 0.0 0.02
```
Positions in Å, forces in eV/Å.

---

Looking at F_max for the records above, in order, we have 1.06 3.67 2.96 1.43 eV/Å.
Looking at E for the records above, in order, we have -1548.11956 -2677.70976 -393.70660 -3713.40632 Eh.